The following is a DFT calculation (the ωB97M-V functional and the def2-TZVPD basis) of C4H10O2 in the gas phase.

Values from the calculation:
- LUMO: 0.48 eV
- HOMO-LUMO gap: 7.581 eV

Geometry (Å):
C  -2.150  -0.463  -0.512
C  -1.212  0.159  0.523
C  0.089  -0.490  0.882
O  0.978  -0.406  -0.602
C  1.808  0.745  -0.197
O  2.994  0.684  -0.884
H  -3.104  0.077  -0.551
H  -1.709  -0.441  -1.515
H  -2.360  -1.508  -0.258
H  -1.075  1.229  0.293
H  -1.690  0.151  1.514
H  -0.021  -1.583  0.889
H  1.533  -1.206  -0.630
H  2.016  0.747  0.875
H  1.142  1.579  -0.446
H  2.782  0.700  -1.823